Formula: C36H53AsF3LuN2O4PS
Source: OMol25
Level of theory: ωB97M-V/def2-TZVPD

XYZ file:
```
102
C36H53AsF3LuN2O4PS (ωB97M-V/def2-TZVPD)
Lu 0.127 1.423 -0.297
C 2.166 -5.721 -0.101
C 1.715 -5.070 1.209
C 2.853 -5.183 2.222
C 0.486 -5.830 1.723
C 1.339 -3.593 0.974
C 1.965 -2.533 1.604
C 1.595 -1.218 1.293
N 0.654 -0.901 0.405
C 0.004 -1.940 -0.188
C 0.322 -3.260 0.076
C -1.025 -1.558 -1.184
C -1.840 -2.474 -1.820
C -2.729 -2.057 -2.811
C -2.788 -0.702 -3.083
C -1.950 0.151 -2.393
N -1.093 -0.252 -1.457
C -3.529 -3.087 -3.586
C -4.480 -2.438 -4.559
C -4.304 -3.981 -2.624
C -2.524 -3.949 -4.404
H 2.314 -6.772 0.040
H 3.105 -5.287 -0.435
H 1.443 -5.600 -0.904
H 3.060 -6.230 2.354
H 2.563 -4.786 3.187
H 3.764 -4.727 1.846
H 0.730 -6.895 1.829
H -0.336 -5.746 1.038
H 0.166 -5.469 2.706
H 2.724 -2.665 2.391
H 2.120 -0.391 1.754
H -0.181 -4.064 -0.420
H -1.812 -3.524 -1.543
H -3.449 -0.263 -3.815
H -1.937 1.219 -2.643
H -5.176 -1.736 -4.049
H -5.124 -3.175 -5.034
H -3.975 -1.876 -5.350
H -4.980 -3.445 -1.969
H -3.648 -4.596 -2.004
H -4.885 -4.717 -3.185
H -1.923 -3.354 -5.109
H -3.099 -4.665 -4.979
H -1.862 -4.483 -3.732
C -0.019 0.355 3.967
C -0.482 1.846 3.880
P 0.478 2.647 2.549
C -0.461 4.248 2.394
C -0.675 5.072 3.665
C 2.043 3.222 3.348
C 2.931 2.093 3.839
H -0.450 -0.151 4.850
H 1.069 0.281 4.001
H -0.347 -0.160 3.073
H -0.320 2.357 4.839
H -1.565 1.888 3.667
H -1.390 3.922 1.942
H 0.083 4.826 1.615
H -1.143 4.476 4.447
H -1.404 5.874 3.478
H 0.259 5.523 3.983
H 1.701 3.862 4.180
H 2.514 3.899 2.645
H 2.462 1.515 4.651
H 3.910 2.449 4.229
H 3.161 1.410 3.032
F 1.798 -0.366 -2.309
C 1.734 0.283 -3.538
F 2.963 0.187 -4.092
F 0.920 -0.448 -4.265
C 1.267 1.754 -3.441
O 1.371 2.417 -4.443
O 0.741 2.037 -2.260
O -1.724 2.500 -0.633
C -2.400 2.114 0.402
O -1.910 1.220 1.156
C -3.731 2.785 0.568
C -4.560 2.392 1.625
C -5.768 3.060 1.860
C -6.142 4.138 1.088
C -5.347 4.531 0.024
C -4.176 3.840 -0.258
H -4.225 1.578 2.286
H -6.435 2.718 2.638
H -7.034 4.698 1.328
H -5.646 5.403 -0.553
H -3.535 4.130 -1.088
C 5.623 0.823 -0.887
As 4.691 2.514 -0.998
C 5.981 3.734 -0.229
C 4.445 2.945 -2.858
S 2.907 2.523 0.146
H 6.448 0.847 -1.599
H 5.000 -0.022 -1.193
H 5.987 0.652 0.118
H 6.939 3.582 -0.697
H 6.048 3.518 0.836
H 5.642 4.755 -0.315
H 5.290 3.510 -3.250
H 3.588 3.565 -2.967
H 4.331 2.049 -3.455
```

Values from the calculation:
- total charge = +1
- ΔE to the lowest compared entry with this formula, charge and spin (kJ/mol) = 0.00
- gap between HOMO and LUMO (eV) = 8.58
- LUMO energy (Eh) = -0.1004

Results of the Löwdin charge analysis, in e, for atoms 1 through 6:
1. Lu 1.57
2. C -0.03
3. C -0.55
4. C -0.06
5. C -0.03
6. C -0.12